No. 1
{
  "formula": "C7H12INO",
  "method": "ωB97M-V/def2-TZVPD",
  "e_homo_ha": -0.3032,
  "e_tot_ev": -19089.137,
  "spin_multiplicity": 1,
  "de_lowest_kj_mol": 118.9,
  "orbital_gap_ev": 8.68,
  "symbols": ["C", "C", "C", "C", "C", "C", "C", "N", "O", "I", "H", "H", "H", "H", "H", "H", "H", "H", "H", "H", "H", "H"],
  "coordinates": [[1.60, 0.09, -0.76], [-1.70, -1.21, 0.46], [-0.18, -1.39, 0.44], [-2.15, -0.02, -0.28], [0.61, -0.05, 0.24], [2.40, 1.34, -0.86], [0.40, 1.04, 1.30], [-3.35, 0.34, -0.62], [1.84, -0.92, -1.68], [-4.92, -0.35, 0.48], [-2.13, -2.09, -0.06], [-2.06, -1.28, 1.47], [0.00, -1.85, 1.38], [0.07, -2.10, -0.42], [2.54, -0.64, -2.27], [-1.39, 0.29, -0.95], [1.62, 2.19, -0.69], [2.92, 1.51, -1.89], [3.20, 1.15, -0.10], [-0.53, 0.70, 1.79], [0.16, 2.07, 0.90], [1.08, 1.17, 2.12]]
}

---

No. 2
{
  "formula": "C7H12INO2",
  "method": "ωB97M-V/def2-TZVPD",
  "e_homo_ha": -0.3174,
  "e_tot_ev": -21136.763,
  "spin_multiplicity": 1,
  "de_lowest_kj_mol": 202.3,
  "orbital_gap_ev": 9.05,
  "symbols": ["C", "C", "C", "C", "N", "C", "C", "I", "H", "H", "H", "H", "H", "H", "H", "H", "H", "H", "H", "H", "O", "C", "O"],
  "coordinates": [[1.94, -1.24, -1.08], [1.12, -0.11, -1.03], [0.81, 0.75, -2.18], [0.55, 0.20, 0.33], [0.17, -1.00, 0.95], [-0.34, -0.99, 2.35], [-0.99, -1.77, -0.06], [-2.83, -0.69, -0.08], [1.83, -1.91, -0.29], [2.52, -1.73, -1.88], [1.37, 0.43, -3.20], [0.78, 1.77, -2.06], [-0.31, 0.64, -2.29], [1.35, 0.74, 1.10], [-0.25, 0.95, 0.17], [-0.70, -2.01, 2.53], [0.44, -0.65, 3.12], [-1.20, -0.21, 2.22], [-0.50, -1.67, -1.04], [-1.24, -2.77, 0.38], [-2.34, 2.96, 0.82], [-1.53, 3.78, 0.68], [-0.64, 4.53, 0.54]]
}